Record 1
{
  "formula": "C5H11NO",
  "method": "the ωB97M-V functional and the def2-TZVPD basis",
  "symbols": ["O", "N", "C", "C", "C", "C", "C", "H", "H", "H", "H", "H", "H", "H", "H", "H", "H", "H"],
  "coordinates": [[0.8576, 0.3955, -1.8308], [-0.6896, 1.2670, 2.0831], [1.6921, -1.8615, -1.8828], [-0.5660, 1.9953, 1.0394], [1.7872, -0.5106, -1.2174], [-2.8725, 0.2280, 1.7294], [-1.5517, 0.2031, 2.1107], [-3.3339, 1.1522, 1.3947], [-0.9361, 1.7002, 0.0484], [2.2711, -2.5971, -1.3258], [2.0644, -1.7953, -2.9038], [0.0218, 2.9091, 1.1023], [-3.4936, -0.6485, 1.8554], [2.8194, -0.1450, -1.3376], [0.6449, -2.1783, -1.9117], [-1.0971, -0.7138, 2.4763], [1.5681, -0.5824, -0.1477], [0.8139, 1.1820, -1.2823]],
  "forces_ev_per_angstrom": [[-0.16, -0.20, 0.21], [-2.23, -1.02, -2.12], [-0.46, 0.15, -0.01], [0.97, 0.53, 0.51], [0.46, 0.10, -0.09], [-0.55, 0.67, 0.44], [1.89, 0.08, 0.87], [0.00, -0.10, -0.04], [0.09, -0.18, 0.35], [0.05, 0.00, -0.07], [-0.01, -0.11, 0.00], [-0.20, 0.04, 0.13], [0.10, -0.10, -0.24], [-0.28, 0.12, 0.16], [0.15, -0.09, -0.03], [-0.13, 0.02, 0.10], [0.04, -0.09, 0.09], [0.29, 0.14, -0.25]],
  "e_homo_ha": [-0.495, -0.495],
  "e_lumo_ev": [-5.7, -8.9],
  "spin_multiplicity": 2,
  "total_charge": 1,
  "e_above_lowest_kcal_mol": 76.8,
  "s_squared": 0.768
}

---

Record 2
{
  "formula": "C10H29NbO5",
  "method": "the ωB97M-V functional and the def2-TZVPD basis",
  "symbols": ["Nb", "O", "O", "O", "O", "O", "C", "C", "C", "C", "C", "C", "C", "C", "C", "C", "H", "H", "H", "H", "H", "H", "H", "H", "H", "H", "H", "H", "H", "H", "H", "H", "H", "H", "H", "H", "H", "H", "H", "H", "H", "H", "H", "H", "H"],
  "coordinates": [[-2.6646, 2.6951, 0.9036], [4.2183, -0.7927, -0.5855], [0.1705, -2.8555, -0.0047], [-4.1293, 0.4185, -0.9642], [1.2815, -1.1661, -0.7135], [0.2432, 1.5340, 1.2806], [-0.3960, 2.6211, 0.5618], [0.5965, 0.0752, -0.6810], [3.8952, -0.1051, 0.6283], [3.4330, -0.4619, -1.7014], [-2.9822, 1.2875, -0.8873], [3.4871, -1.1029, 1.6897], [2.1590, -1.2802, -1.8155], [-0.0174, 0.3015, 0.6931], [-2.6968, -1.3478, -0.0923], [-4.0164, -0.5573, 0.0216], [2.8110, -1.8408, 1.2870], [3.1269, 0.6371, 0.4558], [-0.1604, 2.6407, -0.5083], [3.0293, -0.5946, 2.5295], [0.4952, -3.7701, 0.1025], [-2.6156, 1.2881, 2.1190], [0.6483, -2.3724, -0.7135], [-3.0571, 1.9366, -1.7555], [-2.8040, -2.3977, -0.3506], [4.0270, -0.6911, -2.5817], [4.3774, -1.6307, 2.0120], [-0.1835, 0.1158, -1.4467], [-2.0626, 0.7172, -1.0316], [4.7705, 0.4317, 0.9774], [0.4314, -0.4503, 1.3453], [1.6460, -1.0603, -2.7525], [-2.7255, 4.1655, -0.2141], [1.2338, 0.9277, -0.8804], [0.1800, -2.3497, 0.8395], [3.2186, 0.6015, -1.7573], [-4.4945, 2.7870, 0.9399], [-2.2373, -1.2788, 0.8925], [-4.1005, -0.1603, 1.0314], [2.4736, -2.3183, -1.8632], [-2.0673, -0.8933, -0.8450], [-4.8480, -1.2429, -0.1113], [0.0196, 3.5394, 0.9635], [-2.6297, 3.9104, 2.2893], [-1.0841, 0.0893, 0.6936]],
  "forces_ev_per_angstrom": [[0.62, 0.04, 0.35], [-0.09, 0.11, 0.00], [-2.30, -4.25, 2.27], [0.72, 0.10, -0.16], [1.43, 1.48, -1.23], [0.61, -0.08, -0.53], [-0.77, 0.03, -0.72], [-1.27, 1.40, -0.01], [-0.15, -0.29, -0.02], [0.07, 0.01, -0.02], [-1.17, 0.50, 0.38], [0.43, 0.17, -0.08], [1.11, -0.07, -0.67], [-0.16, -0.19, 0.63], [-0.43, -0.44, 0.58], [-0.24, -0.99, -0.31], [-0.38, -0.17, -0.15], [-0.34, 0.17, -0.10], [0.49, -0.24, -0.09], [-0.06, 0.03, 0.25], [-0.36, 0.19, 0.32], [0.18, -0.06, 0.40], [0.86, 2.28, -0.56], [-0.01, 0.33, -0.16], [-0.34, -0.16, -0.03], [0.08, -0.09, -0.20], [0.07, -0.17, 0.26], [0.13, -0.33, -0.20], [0.06, 0.23, -0.19], [0.29, 0.12, -0.11], [0.27, -0.16, 0.46], [-0.15, 0.21, -0.06], [0.26, 0.23, 0.24], [0.59, -0.10, -0.04], [0.10, -0.06, -0.42], [-0.03, 0.31, 0.17], [0.08, 0.03, -0.60], [0.32, -0.29, -0.04], [0.06, 0.44, 0.10], [-0.03, -0.37, 0.12], [0.16, -0.25, -0.03], [-0.24, -0.06, -0.11], [0.05, 0.20, 0.24], [-0.60, -0.14, 0.14], [0.08, 0.36, -0.07]],
  "e_homo_ha": -0.256,
  "e_lumo_ev": -1.7,
  "spin_multiplicity": 1
}

---

Record 3
{
  "formula": "CH2ClIO",
  "method": "the ωB97M-V functional and the def2-TZVPD basis",
  "symbols": ["I", "Cl", "O", "C", "H", "H"],
  "coordinates": [[-1.1852, 1.2704, -1.1972], [1.1785, -1.1845, -1.3275], [0.2837, 0.2059, 1.1318], [-0.2899, -0.2003, 0.0613], [-0.8113, -1.1555, 0.0738], [0.8241, 1.0640, 1.2578]],
  "forces_ev_per_angstrom": [[0.12, -0.33, 0.31], [-1.06, 0.96, 1.22], [1.44, 0.94, 2.30], [1.10, -0.21, -3.10], [-0.09, 0.47, 0.61], [-1.52, -1.82, -1.33]],
  "e_homo_ha": -0.357,
  "e_lumo_ev": -0.5,
  "spin_multiplicity": 1,
  "e_above_lowest_kcal_mol": 22.6
}

---

Record 4
{
  "formula": "C5H33O15",
  "method": "the ωB97M-V functional and the def2-TZVPD basis",
  "symbols": ["O", "O", "O", "O", "O", "O", "O", "O", "O", "O", "O", "O", "O", "O", "O", "C", "C", "C", "C", "C", "H", "H", "H", "H", "H", "H", "H", "H", "H", "H", "H", "H", "H", "H", "H", "H", "H", "H", "H", "H", "H", "H", "H", "H", "H", "H", "H", "H", "H", "H", "H", "H", "H"],
  "coordinates": [[-0.3171, -2.2212, 2.5368], [-1.1582, -2.9859, -0.2260], [1.9989, -0.9906, 1.9436], [1.9694, -3.0507, -2.0526], [-2.2603, 2.0603, 2.3423], [3.6100, 1.7291, -0.2256], [0.2752, -0.6401, -3.5541], [3.0185, -1.8730, 0.1396], [2.6197, 1.6508, 2.2704], [-3.3661, 1.3157, -0.9713], [1.0707, 1.7446, -2.4061], [0.2625, 2.7262, 3.0055], [-3.0868, -0.4439, 1.8228], [-2.3487, -0.3026, -3.0442], [-3.2597, -1.4301, -0.6948], [0.1259, 1.9097, -0.1548], [0.0254, 0.4378, 0.3332], [1.1231, -0.4391, -0.2042], [-0.0743, 2.1025, -1.6447], [2.0869, -1.1087, 0.5031], [-2.8385, 0.4853, 2.0346], [0.3822, 2.5472, 3.9454], [-0.4745, -3.2093, -0.8947], [2.9060, 1.9207, -0.8769], [-0.9401, 0.0449, 0.0357], [-2.6378, -0.8974, -2.3131], [-0.2495, 3.1520, -1.9085], [-0.9500, 1.5429, -2.0337], [-2.9267, 1.6014, -0.1594], [-3.4833, 0.3447, -0.8128], [-3.2754, -1.0597, 0.2237], [-0.7062, -0.5865, -3.3290], [-0.1623, -3.0300, 2.0371], [-1.3159, 2.3094, 2.5914], [-2.6526, 2.9126, 2.1286], [0.2724, -0.6544, -4.5158], [2.6794, -1.5352, 2.3637], [1.1313, -0.5901, -1.2719], [0.9372, 0.8341, -2.7318], [2.4981, -2.6808, -1.2856], [0.4682, -1.6445, 2.3644], [3.0030, 1.8563, 1.3658], [-0.7693, -2.2505, 0.2708], [-2.5350, 0.5765, -2.6827], [0.0569, 0.4104, 1.4301], [3.7359, 0.7762, -0.3232], [1.7093, -2.2636, -2.5535], [1.1075, 2.2990, 0.1423], [-0.6070, 2.5108, 0.3967], [2.3514, 0.7018, 2.2113], [1.0805, 2.2863, 2.5956], [-2.4038, -1.0325, 2.1863], [-2.5024, -2.0759, -0.6847]],
  "forces_ev_per_angstrom": [[-0.11, 0.35, 0.00], [0.59, -0.36, -0.55], [-0.31, 0.53, 0.38], [0.21, 0.27, 0.25], [0.66, 0.76, 0.19], [-0.05, 0.26, -0.63], [-0.80, -0.20, 0.06], [0.25, 0.18, -0.12], [-0.10, -0.05, -0.49], [-0.18, -0.53, 0.39], [0.38, -0.19, 0.00], [0.55, -0.46, -0.05], [-0.05, -0.17, 0.13], [-0.02, -0.46, 0.02], [0.10, -0.38, 0.15], [-0.21, -0.33, 0.56], [0.79, 0.42, 0.09], [0.27, -0.46, 0.45], [-0.16, 0.06, -0.69], [-0.46, -0.35, -0.13], [0.16, -0.48, 0.02], [-0.03, 0.10, -0.05], [-0.25, 0.26, 0.44], [0.19, -0.18, 0.17], [-0.47, -0.04, -0.08], [-0.02, 0.51, -0.33], [-0.13, 0.03, 0.37], [0.41, 0.25, 0.49], [0.07, 0.09, -0.11], [0.09, 0.86, -0.38], [0.07, -0.39, -0.13], [0.71, 0.04, -0.09], [0.04, 0.03, 0.05], [-0.48, -0.48, -0.24], [-0.21, -0.09, 0.00], [0.16, 0.03, -0.01], [0.10, -0.05, -0.63], [0.22, -0.09, 0.02], [0.11, 0.27, -0.08], [-0.48, -0.19, -0.43], [-0.32, -0.50, 0.05], [-0.38, -0.37, 0.86], [0.29, 0.06, -0.02], [-0.08, -0.06, 0.08], [-0.15, 0.17, -0.18], [-0.07, -0.13, 0.04], [-0.05, -0.21, 0.09], [-0.18, 0.04, -0.16], [-0.05, -0.02, -0.17], [0.34, 0.49, -0.04], [-0.40, 0.54, 0.24], [0.01, 0.35, 0.00], [-0.55, 0.30, 0.20]],
  "e_homo_ha": -0.158,
  "e_lumo_ev": 2.7,
  "spin_multiplicity": 1,
  "total_charge": -1,
  "e_above_lowest_kcal_mol": 0.0
}

---

Record 5
{
  "formula": "C3H10F3NO6P2S",
  "method": "the ωB97M-V functional and the def2-TZVPD basis",
  "symbols": ["S", "P", "P", "F", "F", "F", "O", "O", "O", "O", "O", "O", "N", "C", "C", "C", "H", "H", "H", "H", "H", "H", "H", "H", "H", "H"],
  "coordinates": [[0.0343, 3.2280, -0.1926], [2.5285, -0.8667, 0.3738], [0.4279, -1.1953, -0.4666], [-1.6167, -0.8017, 1.6816], [-3.0145, 0.8257, 1.4523], [-3.6896, -1.2041, 1.1501], [3.7330, -1.5698, -0.5073], [0.2439, 3.1247, -1.6592], [0.3989, 1.8858, 0.4229], [0.9041, 4.2673, 0.3986], [2.7015, 0.6897, 0.1467], [-1.3928, 3.4795, 0.1159], [2.5614, -1.3319, 1.8745], [-1.4036, -1.3474, -1.0581], [-2.6388, -0.3506, 0.9329], [-2.3118, -0.2292, -0.5330], [-1.8343, -2.3183, -0.7839], [4.4977, -0.9841, -0.4326], [0.2063, 0.1790, -0.1164], [1.7755, 1.0561, 0.3677], [-3.2722, -0.2733, -1.0508], [3.2688, -2.0299, 2.0649], [0.2846, -2.2541, 0.4677], [-1.8985, 0.7645, -0.7239], [0.9181, -1.4471, -1.7748], [-1.4114, -1.2967, -2.1504]],
  "forces_ev_per_angstrom": [[-0.12, 0.83, -0.45], [-0.30, -0.63, 0.78], [-0.57, 0.18, -0.22], [-0.11, -0.21, -0.01], [-0.13, -0.17, 0.06], [0.12, -0.23, 0.03], [0.17, 0.43, -0.17], [-0.04, -0.14, 0.19], [0.26, -0.93, 0.42], [-0.15, -0.28, -0.08], [0.25, -0.81, 0.04], [0.17, -0.20, -0.05], [0.28, -0.16, -0.08], [-0.23, -0.20, 0.03], [0.07, 0.80, -0.06], [-0.03, -0.22, -0.30], [0.07, -0.12, -0.01], [0.09, -0.05, -0.16], [0.03, 0.16, -0.03], [-0.10, 1.80, -0.32], [-0.08, 0.12, 0.05], [-0.01, -0.01, 0.14], [0.09, -0.02, -0.04], [0.18, 0.06, 0.25], [0.04, -0.03, 0.03], [0.03, 0.05, -0.05]],
  "e_homo_ha": -0.025,
  "e_lumo_ev": 5.2,
  "spin_multiplicity": 1,
  "total_charge": -2
}

---

Record 6
{
  "formula": "C2H3N2O2",
  "method": "the ωB97M-V functional and the def2-TZVPD basis",
  "symbols": ["O", "O", "N", "N", "C", "C", "H", "H", "H"],
  "coordinates": [[-1.3714, -1.6192, 0.4919], [1.0390, -0.4825, 1.4503], [0.8403, -0.1706, 0.3829], [-0.8305, 0.6749, 0.4207], [-1.3223, -0.4571, 0.4811], [0.9061, -0.0059, -0.8257], [-1.1416, 1.6821, 0.2414], [1.6622, -0.3783, -1.4977], [0.2182, 0.7565, -1.1450]],
  "forces_ev_per_angstrom": [[-0.78, 1.88, 0.18], [1.44, -1.22, 1.64], [1.22, 0.41, 1.27], [-3.66, 1.92, 1.28], [-0.75, -0.93, -0.16], [1.29, 1.22, -4.07], [0.16, -2.17, 0.58], [0.54, -0.53, 0.45], [0.54, -0.58, -1.15]],
  "e_homo_ha": -0.616,
  "e_lumo_ev": -6.8,
  "spin_multiplicity": 1,
  "total_charge": 1,
  "e_above_lowest_kcal_mol": 143.1
}

---

Largest force on an atom for every record listed, in sequence, given in hartree/bohr: 0.063 0.104 0.064 0.020 0.036 0.086.